(1)
Formula: C17H24N3O2P2STc
Source: the Open Molecules 2025 dataset
Level of theory: wB97M-V/def2-TZVPD

**Energy above the lowest of the compared OMol25 structures with the same formula, charge and spin**: 12.42 kcal per mole
**Expectation value of S²**: 3.788
**HOMO energy (spin up / spin down)**: -18.07 / -18.80 eV
**Electronic energy**: -58163.03933 eV

```
! RIJCOSX wB97M-V def2-TZVPD def2/J DEFGRID3
* xyz 3 4
Tc -0.19598 -0.22456 0.03863
C -2.30492 2.29190 -1.24612
P -0.57156 1.85953 -1.04082
C 0.25961 3.27034 -0.27552
C 0.14808 1.64085 -2.70974
C -0.31647 2.37081 -3.81704
C 0.25570 2.16504 -5.04555
C 1.32377 1.21945 -5.18681
C 1.78832 0.47242 -4.07277
C 1.21452 0.67199 -2.85101
P 1.71225 -0.25688 -1.35716
C 3.18636 0.52858 -0.67621
C 2.19481 -1.91289 -1.86274
H -2.38784 3.29870 -1.66216
H -2.78381 2.29175 -0.26560
H -2.80957 1.57802 -1.89790
H 0.28260 4.09675 -0.98866
H 1.27558 3.03170 0.03207
H -0.31980 3.57166 0.59898
H -1.11868 3.09109 -3.71592
H -0.09925 2.70401 -5.91600
H 1.77582 1.06935 -6.16193
H 2.58466 -0.24628 -4.21965
H 4.00801 0.39172 -1.38350
H 3.45122 0.04855 0.26645
H 3.04290 1.59559 -0.51180
H 3.06160 -1.85794 -2.52535
H 1.37944 -2.42435 -2.37274
H 2.48866 -2.47761 -0.97706
O -1.18377 -1.09548 -1.30509
N -1.38520 -2.35853 -0.77004
C -1.98905 -3.10758 -1.61752
C -2.31437 -2.61060 -2.93413
N -2.48068 -2.18317 -3.98660
C -2.27651 -4.46432 -1.24297
N -2.47751 -5.55516 -0.94692
O 0.53662 0.21925 1.83405
S 1.29585 -0.32888 3.12612
C 0.23227 0.03256 4.52385
C 0.50276 -1.16345 5.43448
C 0.35967 -2.42550 4.57387
C 0.97090 -2.12012 3.18924
H -0.79372 0.08390 4.15401
H 0.52507 0.98905 4.95356
H -0.18794 -1.15316 6.27480
H 1.51033 -1.09553 5.85104
H -0.68854 -2.69601 4.46001
H 0.86920 -3.26800 5.03331
H 0.28840 -2.33708 2.36327
H 1.91562 -2.63001 3.00678
*
```

Atomic partial charges in e from the natural (NBO) method, atoms 1 to 4: 0.836, -0.965, 1.123, -0.935

---

(2)
Formula: C17H24N3O3PdS
Source: the Open Molecules 2025 dataset
Level of theory: wB97M-V/def2-TZVPD

**Energy above the lowest of the compared OMol25 structures with the same formula, charge and spin**: 10.59 kcal per mole
**HOMO energy**: -11.53 eV
**Electronic energy**: -42941.81879 eV

```
! RIJCOSX wB97M-V def2-TZVPD def2/J DEFGRID3
* xyz 1 1
Pd -0.85014 -1.10968 0.29169
O -0.46459 -0.16408 -3.72022
C -0.42330 -0.08244 -2.50627
O -1.39313 -0.28906 -1.68398
C 0.91157 0.27982 -1.85561
C 1.93290 0.86612 -2.63395
C 3.08690 1.23737 -2.01265
C 3.24139 1.01530 -0.62231
C 4.40621 1.39061 0.09045
C 4.50266 1.15184 1.43046
C 3.44021 0.52224 2.11876
C 2.30610 0.14783 1.45648
C 2.18293 0.39307 0.06955
N 1.03039 0.03962 -0.57345
H 1.75908 1.00420 -3.69082
H 3.89454 1.70040 -2.56670
H 5.21599 1.86842 -0.44659
H 5.39365 1.43875 1.97196
H 3.53257 0.33533 3.18070
H 1.48345 -0.33545 1.97107
N -0.56609 -2.73438 -0.87201
C -1.87022 -3.42807 -1.04550
C -2.31278 -4.10045 0.24648
C -2.66990 -3.13352 1.36650
N -1.45537 -2.40237 1.80424
H -0.26390 -2.37429 -1.77485
H 0.14360 -3.38866 -0.55267
H -1.78500 -4.16596 -1.84473
H -2.58108 -2.66771 -1.36997
H -1.52554 -4.78026 0.59525
H -3.17478 -4.73207 0.03132
H -3.11758 -3.66788 2.20665
H -3.38956 -2.39208 1.01943
H -0.75915 -3.06558 2.13124
H -1.66312 -1.76793 2.57248
O -1.45733 0.29104 1.67525
S -1.91099 1.77055 1.63039
C -2.52934 2.15514 -0.02091
C -1.79835 3.42001 -0.45930
C -0.34614 3.22487 -0.03078
C -0.41187 2.77397 1.42620
H -3.61324 2.24009 0.02130
H -2.26558 1.28888 -0.63511
H -2.21914 4.29721 0.03828
H -1.91065 3.56851 -1.53252
H 0.24022 4.13756 -0.12841
H 0.12684 2.45610 -0.64098
H -0.51849 3.61686 2.11006
H 0.41518 2.15019 1.76411
*
```

Atomic partial charges in e from the natural (NBO) method, atoms 1 to 4: 0.993, -0.612, 0.709, -0.808

---

(3)
Formula: C17H24N4O15P2PtS2
Source: the Open Molecules 2025 dataset
Level of theory: wB97M-V/def2-TZVPD

**Energy above the lowest of the compared OMol25 structures with the same formula, charge and spin**: 0.00 kcal per mole
**Expectation value of S²**: 2.005
**HOMO energy (spin up / spin down)**: -1.93 / -3.23 eV
**Electronic energy**: -98193.59991 eV

```
! RIJCOSX wB97M-V def2-TZVPD def2/J DEFGRID3
* xyz -2 3
Pt 0.96382 0.07962 1.39148
C 3.66129 -4.87325 -3.65243
C 3.64092 -4.12671 -2.33828
C 3.01645 -2.88874 -2.22585
C 2.99332 -2.19806 -1.02103
C 3.61079 -2.75943 0.08819
C 4.24149 -3.99397 0.00063
C 4.25408 -4.67077 -1.21077
S 3.58055 -1.88785 1.64811
O 4.26952 -0.63463 1.42600
O 4.18799 -2.81025 2.58446
N 2.06074 -1.61417 1.97417
C 1.24883 -2.82847 2.19156
C -0.13408 -2.79416 1.52028
O -0.79181 -3.84400 1.54818
O -0.51776 -1.67008 1.03246
H 3.09697 -4.33566 -4.41638
H 3.22571 -5.86985 -3.54282
H 4.68550 -4.99832 -4.01489
H 2.53345 -2.45221 -3.09475
H 2.51716 -1.22271 -0.94681
H 4.70645 -4.40557 0.88796
H 4.73957 -5.64012 -1.28398
H 1.05170 -2.96984 3.25816
H 1.74681 -3.73441 1.84802
O 4.05488 2.08052 0.80590
P 2.77984 2.83297 1.44950
O 3.14859 4.16027 1.97249
O 2.04951 1.84613 2.34383
O 1.82430 3.04584 0.13070
P 1.71814 2.08818 -1.17206
O 3.10387 2.34592 -1.94895
O 0.57122 2.54280 -1.99355
O 1.72560 0.63463 -0.68826
H 4.04396 1.11357 1.00648
H 3.82239 2.18724 -1.29820
C -6.17149 0.32768 1.92659
C -5.20788 0.40494 0.74611
S -5.26705 2.05346 0.06169
O -4.73808 2.96143 1.04764
O -6.59686 2.27883 -0.46541
C -4.14658 1.91917 -1.33764
C -2.98353 2.91020 -1.32955
N -2.04877 2.65256 -0.23080
C -1.31680 1.52711 -0.12277
N -0.62091 1.53413 1.01578
C -0.86084 2.70538 1.63917
C -1.75007 3.41583 0.89856
N -2.24190 4.70995 1.20919
O -2.04929 5.10740 2.33330
O -2.84569 5.34385 0.36682
C -1.28505 0.42492 -1.11789
H -6.17772 -0.68178 2.33657
H -7.18286 0.58773 1.61176
H -5.86581 1.02002 2.71223
H -5.48515 -0.27126 -0.06511
H -4.16981 0.22742 1.04274
H -4.78416 2.05503 -2.21033
H -3.78402 0.89314 -1.30774
H -3.33665 3.92247 -1.23576
H -2.43298 2.81832 -2.26352
H -0.36072 2.98854 2.55337
H -1.83892 0.66917 -2.02063
H -1.63783 -0.50210 -0.65639
H -0.24436 0.26199 -1.39754
*
```

Atomic partial charges in e from the natural (NBO) method, atoms 1 to 4: 1.284, -0.622, -0.030, -0.229

---

(4)
Formula: C17H24N4O2S
Source: the Open Molecules 2025 dataset
Level of theory: wB97M-V/def2-TZVPD

**SMILES**: CCN(CC)C(=O)[C@H]1CCCN(Cc2nc(-c3cccs3)no2)C1
**Energy above the lowest of the compared OMol25 structures with the same formula, charge and spin**: 67.24 kcal per mole
**HOMO energy**: -8.59 eV
**Electronic energy**: -38908.65073 eV

```
! RIJCOSX wB97M-V def2-TZVPD def2/J DEFGRID3
* xyz 0 1
C 3.28717 4.37058 3.20495
C 3.66674 3.10085 2.44926
N 2.50893 2.26137 2.18349
C 2.11894 1.35595 3.24315
C 2.70719 -0.04355 3.05934
C 1.90538 2.39039 0.97605
O 2.29751 3.20676 0.15983
C 0.73563 1.48131 0.63256
C -0.48404 2.33874 0.27409
C -1.60855 1.46111 -0.26773
C -1.10656 0.61831 -1.44487
N 0.07137 -0.17174 -1.12760
C -0.20778 -1.35079 -0.32480
C -0.86983 -2.37576 -1.17525
N -2.09541 -2.38987 -1.59576
C -2.15143 -3.52640 -2.35727
C -3.33457 -3.94713 -3.03896
C -3.50694 -5.06404 -3.81385
C -4.80868 -5.16036 -4.33441
C -5.60214 -4.12194 -3.95093
S -4.78098 -3.00191 -2.94574
N -1.00938 -4.17082 -2.38322
O -0.17040 -3.42574 -1.61523
C 1.13466 0.65942 -0.61112
H 4.17367 4.97177 3.38710
H 2.58670 4.95188 2.61150
H 2.82413 4.13529 4.16134
H 4.09802 3.37155 1.48340
H 4.39724 2.51847 3.01683
H 1.02994 1.30393 3.31637
H 2.48329 1.77613 4.18373
H 2.43005 -0.67765 3.89762
H 2.34439 -0.49880 2.14164
H 3.79189 0.00815 3.00635
H 0.47817 0.79988 1.44290
H -0.18005 3.06496 -0.48229
H -0.82355 2.89071 1.15460
H -2.44055 2.08183 -0.60142
H -1.98207 0.80651 0.52359
H -1.89124 -0.05816 -1.78768
H -0.82988 1.27939 -2.27084
H -0.85799 -1.15374 0.54279
H 0.73834 -1.77216 0.02260
H -2.71767 -5.77144 -3.98827
H -5.14293 -5.96365 -4.96592
H -6.62955 -3.94821 -4.20301
H 2.00015 0.02910 -0.38875
H 1.42265 1.35952 -1.40016
*
```

Atomic partial charges in e from the natural (NBO) method, atoms 1 to 4: -0.614, -0.217, -0.447, -0.206

---

(5)
Formula: C17H24N4O4
Source: the Open Molecules 2025 dataset
Level of theory: wB97M-V/def2-TZVPD

**SMILES**: C=Cc1cc(CN)cc2c1C(=O)NC2=O.CN(C)C=O.CN(C)C=O
**Energy above the lowest of the compared OMol25 structures with the same formula, charge and spin**: 95.44 kcal per mole
**HOMO energy**: -8.06 eV
**Electronic energy**: -32166.13185 eV

```
! RIJCOSX wB97M-V def2-TZVPD def2/J DEFGRID3
* xyz 0 1
C 3.92877 -3.18450 -1.24561
C 2.65935 -2.72226 -0.90571
C 2.25900 -1.35674 -1.19530
C 3.17475 -0.34669 -1.56184
C 2.73182 0.93123 -1.86051
C 3.72844 2.01308 -2.23273
N 3.99055 2.91090 -1.09524
C 1.37895 1.27898 -1.80888
C 0.47833 0.30429 -1.43736
C 0.91543 -0.98141 -1.13645
C -0.29837 -1.75966 -0.76297
O -0.34994 -2.90038 -0.39113
N -1.43362 -0.91976 -0.90201
C -1.00032 0.36532 -1.31137
O -1.70469 1.30775 -1.52269
H 4.07207 -3.86437 -2.07898
H 4.80768 -2.86794 -0.68999
H 1.92377 -3.34772 -0.41207
H 4.22882 -0.57513 -1.61935
H 3.36430 2.56553 -3.09914
H 4.63268 1.49636 -2.55550
H 4.91246 2.73267 -0.71625
H 3.36570 2.66090 -0.33735
H 1.04374 2.27911 -2.04957
H -2.12595 -1.30882 -1.53241
C -2.07686 -3.54015 2.68300
N -2.15513 -4.81164 3.37771
C -2.93623 -5.88926 2.79641
C -1.52688 -5.03177 4.54822
O -1.56120 -6.07722 5.16737
H -3.07832 -3.11753 2.57457
H -1.64058 -3.68477 1.69341
H -1.45775 -2.84183 3.24247
H -3.72598 -6.18989 3.48579
H -2.29804 -6.75422 2.61329
H -3.37676 -5.55735 1.85970
H -0.96114 -4.15429 4.90651
C -3.10198 5.86838 -0.93032
N -1.90057 5.34989 -0.31033
C -1.64878 3.91687 -0.33962
C -1.00309 6.15032 0.29567
O 0.01858 5.76474 0.82981
H -3.98456 5.43328 -0.45676
H -3.11179 5.61779 -1.99318
H -3.14250 6.95051 -0.82331
H -1.57269 3.53915 0.68120
H -0.70616 3.72217 -0.84832
H -2.45193 3.40828 -0.85734
H -1.28336 7.21782 0.26449
*
```

Atomic partial charges in e from the natural (NBO) method, atoms 1 to 4: -0.349, -0.189, -0.055, -0.178